Computed, not measured: C5H4N2 in the gas phase, with the ωB97M-V functional and the def2-TZVPD basis.

```
11
Properties=species:S:1:pos:R:3:forces:R:3
C -2.7819 0.0220 -0.1688 1.0884 0.7293 0.9126
C -1.5917 0.1447 0.0351 -3.1307 0.2815 -0.8281
C -0.2310 0.1743 -0.0164 3.9617 0.6140 -0.3668
C 0.8033 1.2462 -0.0644 0.5069 0.0157 1.1626
N 2.0377 0.6722 -0.0957 -2.5903 -0.3045 0.0860
N 1.7494 -0.6547 -0.0896 -0.9100 2.5813 -0.6123
C 0.5024 -1.0337 -0.0753 -1.9975 4.1218 0.7717
H -3.8006 0.2193 0.0066 -0.6709 -0.3256 -0.2121
H 0.8215 2.4053 0.1855 -0.5897 -2.7791 -1.0498
H 2.4156 -1.2819 0.0059 4.3888 -3.0823 0.3169
H 0.0753 -1.9138 0.2770 -0.0568 -1.8521 -0.1809
```
Forces are in eV/Å.

Results
LUMO energy (eV): 0.9
HOMO-LUMO gap (Eh): 0.3499
Total charge: 0
SMILES: C#Cc1cn[nH]c1